(1)
22
Properties=species:S:1:pos:R:3:forces:R:3:nbo_charge:R:1 method="wB97M-V/def2-TZVPD" e_tot_ev=-22280.545 e_lumo_ev=-4.70 homo_energy_ha=-0.45815 total_charge=+1 homo_lumo_gap_ev=7.77 relative_energy_kcal_mol=28.3
C 2.672 -1.154 -1.001 1.4 -0.2 -0.9 -0.253
C 1.295 -1.336 -0.697 1.0 2.6 2.1 -0.238
C 3.320 -0.160 -0.337 0.0 1.3 0.8 -0.350
C 0.933 -0.375 0.246 0.3 0.0 0.4 -0.208
C -1.210 -1.264 1.026 0.0 -0.9 -0.4 0.334
C -1.741 1.958 0.416 -0.3 1.0 -1.3 -0.253
C -0.816 2.064 -0.703 3.9 0.2 0.6 -0.247
C -0.420 -0.062 0.830 -0.7 0.9 -4.8 -0.190
N -2.105 -1.645 0.196 0.2 1.9 -0.3 -0.590
N -1.290 0.793 -0.263 0.8 -3.5 2.1 -0.428
S 2.238 0.715 0.746 -0.2 -2.0 -1.3 0.440
H 3.279 -1.669 -1.756 -0.7 -0.2 0.3 0.251
H 0.660 -2.093 -1.045 -0.7 -0.8 -0.6 0.232
H 4.373 0.207 -0.423 -1.2 -0.6 0.0 0.267
H -0.993 -1.944 1.833 0.1 -0.1 0.4 0.237
H -1.336 2.097 1.358 0.5 0.7 1.7 0.189
H -2.722 2.249 0.260 -1.9 0.5 0.0 0.215
H -1.015 2.248 -1.714 -1.0 0.6 -1.1 0.229
H 0.280 2.302 -0.529 -1.4 -0.2 0.2 0.210
H -0.372 0.500 1.703 0.4 0.9 1.7 0.250
H -2.632 -2.443 0.412 -0.9 -1.4 0.0 0.429
H -2.402 -0.986 -0.557 0.5 -0.4 0.5 0.475



(2)
22
Properties=species:S:1:pos:R:3:forces:R:3:nbo_charge:R:1 method="wB97M-V/def2-TZVPD" e_tot_ev=-12943.130 e_lumo_ev=0.80 homo_energy_ha=-0.29635 homo_lumo_gap_ev=8.86 relative_energy_kcal_mol=21.8
C 0.565 -1.120 -3.251 0.2 0.0 0.0 -0.408
C 1.305 -2.477 -1.262 -0.4 0.5 0.3 -0.448
C -0.233 0.475 0.925 0.2 0.1 0.7 0.106
C 0.253 0.542 2.238 -0.2 -0.3 -0.4 -0.214
C -0.248 1.483 3.124 -0.1 0.1 -0.3 -0.210
C -1.212 2.393 2.691 -0.2 0.0 0.1 -0.222
C -1.694 2.326 1.383 0.1 -0.1 0.4 -0.203
C -1.220 1.365 0.510 0.2 0.0 -0.1 -0.238
H 0.345 -1.986 -3.876 -0.1 -0.1 0.1 0.201
H -0.143 -0.330 -3.469 -0.1 0.1 -0.1 0.226
H 1.570 -0.763 -3.503 0.0 0.0 0.0 0.185
H 1.530 -3.209 -2.029 0.0 -0.1 -0.1 0.206
H 2.234 -2.037 -0.865 -0.2 -0.1 -0.1 0.206
H 0.757 -2.928 -0.423 0.3 0.0 -0.3 0.230
H 0.982 -0.215 2.531 -0.1 0.3 0.0 0.221
H 0.107 1.484 4.144 0.0 0.1 0.1 0.213
H -1.628 3.133 3.378 0.2 -0.2 -0.2 0.212
H -2.468 3.001 1.045 0.0 0.1 0.1 0.211
H -1.596 1.310 -0.497 -0.1 -0.1 -0.1 0.225
N 0.447 -1.443 -1.845 0.3 -0.3 0.0 -0.216
N 0.038 -0.433 -1.084 0.3 -0.3 0.4 0.017
N 0.310 -0.572 0.135 -0.3 0.3 -0.6 -0.301



(3)
22
Properties=species:S:1:pos:R:3:forces:R:3:nbo_charge:R:1 method="wB97M-V/def2-TZVPD" e_tot_ev=-14052.171 e_lumo_ev=-0.10 homo_energy_ha=-0.32226 homo_lumo_gap_ev=8.67 relative_energy_kcal_mol=182.5
C 3.699 1.406 0.613 2.5 4.4 -2.9 -0.354
C -0.598 -1.640 -1.537 1.6 -0.3 -2.2 -0.431
C 2.700 1.424 -0.265 0.5 0.7 0.9 -0.208
C 1.731 0.390 -0.138 -0.7 3.0 -2.6 -0.170
C 0.596 0.491 -0.839 0.9 -1.8 0.1 -0.275
C -0.281 -0.644 -0.737 -4.4 0.2 2.6 0.073
C -2.568 -1.435 0.777 -2.5 0.2 -0.3 -0.665
C -1.495 -0.387 0.768 3.8 -2.1 -0.9 -0.121
N -1.995 0.929 0.511 -1.7 1.9 1.7 0.481
O -1.356 1.920 0.893 -0.3 -1.3 -0.9 -0.388
O -3.154 0.986 0.100 0.9 0.5 -0.5 -0.388
H 4.577 2.162 0.517 -1.8 -1.1 0.2 0.193
H 3.853 0.788 1.400 0.0 -2.4 2.1 0.186
H -1.436 -2.362 -1.574 0.7 0.7 0.7 0.233
H 0.145 -1.740 -2.419 -1.4 0.0 1.3 0.214
H 2.497 2.210 -0.979 0.5 0.2 -0.1 0.210
H 2.240 -0.327 0.383 -0.5 -2.8 1.7 0.214
H 0.398 1.266 -1.601 0.1 -0.2 0.9 0.241
H -3.166 -1.384 -0.245 1.1 -0.3 2.3 0.244
H -3.302 -1.197 1.654 1.0 -0.3 -1.7 0.234
H -2.234 -2.472 0.983 0.3 0.7 -0.4 0.232
H -0.851 -0.383 1.733 -0.9 0.2 -1.9 0.243



(4)
22
Properties=species:S:1:pos:R:3:forces:R:3:nbo_charge:R:1 method="wB97M-V/def2-TZVPD" e_tot_ev=-22842.703 e_lumo_ev=0.66 homo_energy_ha=-0.31825 homo_lumo_gap_ev=9.32 relative_energy_kcal_mol=101.0
C -3.781 0.126 0.106 0.6 0.8 1.1 -0.117
C -1.405 0.118 -0.006 4.6 3.2 -0.6 -0.203
C -1.915 -1.113 -0.171 -0.9 3.0 0.7 -0.006
C 1.077 1.969 0.111 -0.1 1.6 0.6 -0.488
C 1.595 0.641 0.728 -0.8 0.1 0.7 -0.276
C 0.640 0.700 -0.445 -3.3 -3.6 0.9 0.374
C -1.150 -2.308 -0.294 1.5 -2.3 -2.7 -0.626
C 3.049 0.235 0.605 2.3 2.3 1.6 -0.616
N -3.265 -1.024 -0.093 -1.9 -2.0 0.1 -0.418
O 0.960 0.085 -1.690 -0.4 2.0 1.8 -0.682
S -2.564 1.412 0.269 0.3 -2.0 -0.5 0.309
H -4.781 0.243 0.525 0.1 0.2 -0.7 0.215
H 0.465 2.597 0.818 0.2 -0.9 -1.2 0.246
H 1.644 2.611 -0.590 0.3 -0.6 0.7 0.230
H 1.120 0.390 1.753 0.7 0.5 -2.0 0.241
H -0.091 -2.085 -0.102 -0.4 -0.2 0.1 0.232
H -1.488 -3.162 0.294 -0.1 0.2 0.1 0.233
H -1.172 -2.639 -1.405 0.0 0.2 1.6 0.222
H 3.242 -0.766 0.317 -0.1 -1.0 -0.5 0.220
H 3.620 0.339 1.651 -1.5 -0.1 -2.0 0.215
H 3.665 0.943 -0.064 -1.2 -1.2 0.7 0.216
H 0.535 0.688 -2.317 0.1 -0.4 -0.4 0.479



(5)
23
Properties=species:S:1:pos:R:3:forces:R:3:lowdin_spin:R:1 method="wB97M-V/def2-TZVPD" e_tot_ev=-32278.540 e_lumo_ev="-3.16 / -4.72" s_squared=3.767 homo_energy_ha="-0.39323 / -0.43813" total_charge=+1 homo_lumo_gap_ev="7.54 / 7.20" multiplicity=4
C 0.654 0.358 -2.629 0.7 -0.9 0.4 0.018
C -0.620 -0.291 -2.465 0.3 -1.4 0.0 0.051
C -0.414 -1.512 -1.677 0.1 0.3 -1.2 0.059
C 0.987 -1.616 -1.381 0.1 0.9 -1.1 0.055
C 1.656 -0.470 -1.961 -0.6 -0.6 -0.7 0.090
Tc 0.127 0.268 -0.481 0.1 -1.1 0.4 2.357
P -0.299 2.439 -0.211 -0.8 2.9 1.4 0.129
H 0.838 1.258 -3.208 0.0 -0.3 0.2 0.000
H -1.551 -0.026 -2.961 0.2 0.1 0.4 0.011
H -1.158 -2.285 -1.493 0.2 0.4 0.1 0.007
H 2.727 -0.289 -1.930 -0.3 0.1 0.0 0.015
H 1.449 -2.426 -0.821 0.0 0.3 -0.1 0.005
H -1.242 2.739 0.828 0.2 0.0 -0.4 0.006
H -0.870 3.302 -1.177 0.3 -0.3 0.0 0.010
H 0.709 3.296 0.343 -0.2 -0.3 -0.5 0.032
S -0.549 -2.016 3.452 0.2 1.7 -0.7 0.027
C -0.580 -0.275 3.749 0.3 -0.2 -1.4 -0.006
C -0.332 0.431 2.603 -0.1 -2.0 -0.4 0.022
N -0.134 -0.399 1.465 -0.5 -0.7 2.3 0.046
C -0.224 -1.696 1.792 0.0 1.5 0.3 0.062
H -0.774 0.165 4.701 -0.1 -0.1 0.5 0.000
H -0.320 1.495 2.427 0.0 -0.1 0.4 0.002
H -0.082 -2.452 1.035 -0.1 -0.1 0.3 0.002



(6)
21
Properties=species:S:1:pos:R:3:forces:R:3:nbo_charge:R:1 method="wB97M-V/def2-TZVPD" e_tot_ev=-20796.531 e_lumo_ev=0.69 homo_energy_ha=-0.29413 homo_lumo_gap_ev=8.69 relative_energy_kcal_mol=57.0
C -1.096 2.812 -2.009 -0.2 1.1 1.6 -0.639
C -0.563 1.449 -1.497 -1.8 1.6 1.4 -0.172
C -1.252 0.786 -0.446 -0.5 3.2 -4.9 -0.265
C -0.447 -0.145 0.121 1.1 0.0 0.5 -0.168
C -1.025 -1.110 0.993 1.0 -2.4 2.5 -0.233
C 1.235 -2.076 1.247 -0.9 2.8 -0.9 -0.214
C 1.979 -0.882 0.514 -2.0 -3.7 -4.2 -0.434
C 0.838 -0.162 -0.270 3.0 0.8 -0.8 -0.084
H -0.222 3.645 -1.816 -2.5 -1.9 -0.4 0.228
H -2.151 3.094 -1.287 3.3 -0.7 -2.6 0.223
H -1.273 2.766 -3.111 -0.3 0.4 0.9 0.222
H -2.350 0.979 -0.368 1.2 -0.3 0.5 0.230
H -1.499 -1.810 0.235 0.6 -0.3 1.6 0.211
H -1.758 -0.803 1.710 -1.0 0.8 -0.3 0.217
H 0.327 -0.865 2.645 -1.1 -1.4 -1.4 0.348
H 0.907 -2.644 0.403 -0.2 -1.1 -0.1 0.185
H 2.002 -2.527 1.803 0.4 -1.1 1.2 0.196
H 2.686 -1.490 -0.246 -1.3 1.6 1.5 0.204
H 2.582 -0.339 1.145 1.1 1.8 1.3 0.205
N -0.003 -1.662 1.998 1.4 0.3 -0.7 -0.610
S 1.084 0.982 -1.766 -1.4 -1.4 3.1 0.350



(7)
22
Properties=species:S:1:pos:R:3:forces:R:3:nbo_charge:R:1 method="wB97M-V/def2-TZVPD" e_tot_ev=-23402.685 e_lumo_ev=3.54 homo_energy_ha=-0.12306 total_charge=-1 homo_lumo_gap_ev=6.89 relative_energy_kcal_mol=57.7
C -1.205 0.120 0.085 4.3 1.1 -0.6 -0.498
C -1.465 1.521 0.043 -1.0 0.2 -1.3 0.549
C -2.183 -0.682 0.412 -4.5 -5.2 0.4 0.697
C 0.228 -0.414 -0.054 1.8 -1.5 1.0 -0.368
C -0.213 2.474 -0.125 -1.1 0.8 -0.1 -0.496
C 1.286 0.617 0.417 -0.5 -0.5 -1.8 -0.393
C 1.132 1.826 -0.507 -2.7 -2.5 1.0 -0.395
C -1.424 -2.907 0.616 0.8 1.4 -3.3 -0.810
O -3.392 -0.807 0.540 2.2 0.6 0.1 -0.595
O -2.642 1.928 0.076 1.8 0.8 0.2 -0.632
S -2.937 -3.855 0.508 1.0 0.1 -0.1 -0.162
H 0.417 -1.374 0.548 -0.8 1.5 -0.6 0.224
H 0.670 -0.761 -1.051 -1.4 0.6 0.5 0.175
H -0.371 3.161 -0.991 -0.7 0.1 1.1 0.214
H -0.264 3.001 0.901 0.7 -0.3 -1.7 0.216
H 1.156 0.876 1.445 -0.1 0.3 0.8 0.189
H 2.269 0.213 0.247 0.5 -0.4 0.3 0.183
H 1.092 1.398 -1.542 0.1 0.8 0.6 0.193
H 1.917 2.466 -0.356 2.0 1.9 -0.1 0.191
H -0.574 -3.048 -0.147 -1.6 -0.2 1.0 0.179
H -1.054 -2.830 1.572 1.0 -0.1 2.3 0.158
H -3.387 -2.617 0.666 -1.8 0.5 0.0 0.182



(8)
20
Properties=species:S:1:pos:R:3:forces:R:3:nbo_charge:R:1 method="wB97M-V/def2-TZVPD" e_tot_ev=-8484.597 e_lumo_ev=0.07 homo_energy_ha=-0.27968 homo_lumo_gap_ev=7.68 relative_energy_kcal_mol=115.0
C -1.928 0.877 1.405 0.8 -1.2 -1.1 -0.602
C -1.441 -0.330 0.548 -0.3 -1.5 -1.3 -0.446
C 0.081 -0.521 0.620 -0.7 1.8 -0.6 0.068
C 0.792 -1.500 1.240 -0.6 -1.1 0.0 -0.423
C 1.678 1.435 0.150 -0.8 -1.3 -0.8 -0.396
C 0.862 0.404 -0.266 1.1 2.7 2.7 -0.104
C 0.520 0.325 -1.664 0.9 -1.8 -2.0 -0.221
C -0.090 -0.724 -2.283 0.6 0.6 -0.8 -0.386
H -1.340 1.702 1.041 0.5 0.6 0.5 0.208
H -1.673 0.551 2.415 -0.6 0.9 0.3 0.216
H -2.961 1.167 1.130 0.4 -0.7 0.8 0.223
H -1.733 -0.146 -0.479 -0.1 0.1 -0.2 0.214
H -1.970 -1.255 0.818 0.2 0.1 0.3 0.206
H 0.634 -2.490 0.792 -1.3 -0.4 1.7 0.203
H 1.481 -1.422 2.085 1.2 0.5 -1.5 0.221
H 2.483 1.663 -0.557 -0.5 0.9 0.4 0.193
H 1.481 1.994 1.068 0.8 -0.7 0.0 0.207
H 0.991 1.081 -2.310 -1.3 0.5 0.5 0.221
H -0.657 -0.618 -3.221 0.9 0.2 0.1 0.197
H 0.158 -1.755 -2.067 -1.0 -0.2 1.2 0.202



Please write out number 8 again, unchanged.
20
Properties=species:S:1:pos:R:3:forces:R:3:nbo_charge:R:1 method="wB97M-V/def2-TZVPD" e_tot_ev=-8484.597 e_lumo_ev=0.07 homo_energy_ha=-0.27968 homo_lumo_gap_ev=7.68 relative_energy_kcal_mol=115.0
C -1.928 0.877 1.405 0.8 -1.2 -1.1 -0.602
C -1.441 -0.330 0.548 -0.3 -1.5 -1.3 -0.446
C 0.081 -0.521 0.620 -0.7 1.8 -0.6 0.068
C 0.792 -1.500 1.240 -0.6 -1.1 0.0 -0.423
C 1.678 1.435 0.150 -0.8 -1.3 -0.8 -0.396
C 0.862 0.404 -0.266 1.1 2.7 2.7 -0.104
C 0.520 0.325 -1.664 0.9 -1.8 -2.0 -0.221
C -0.090 -0.724 -2.283 0.6 0.6 -0.8 -0.386
H -1.340 1.702 1.041 0.5 0.6 0.5 0.208
H -1.673 0.551 2.415 -0.6 0.9 0.3 0.216
H -2.961 1.167 1.130 0.4 -0.7 0.8 0.223
H -1.733 -0.146 -0.479 -0.1 0.1 -0.2 0.214
H -1.970 -1.255 0.818 0.2 0.1 0.3 0.206
H 0.634 -2.490 0.792 -1.3 -0.4 1.7 0.203
H 1.481 -1.422 2.085 1.2 0.5 -1.5 0.221
H 2.483 1.663 -0.557 -0.5 0.9 0.4 0.193
H 1.481 1.994 1.068 0.8 -0.7 0.0 0.207
H 0.991 1.081 -2.310 -1.3 0.5 0.5 0.221
H -0.657 -0.618 -3.221 0.9 0.2 0.1 0.197
H 0.158 -1.755 -2.067 -1.0 -0.2 1.2 0.202



Please write out number 7 again, unchanged.
22
Properties=species:S:1:pos:R:3:forces:R:3:nbo_charge:R:1 method="wB97M-V/def2-TZVPD" e_tot_ev=-23402.685 e_lumo_ev=3.54 homo_energy_ha=-0.12306 total_charge=-1 homo_lumo_gap_ev=6.89 relative_energy_kcal_mol=57.7
C -1.205 0.120 0.085 4.3 1.1 -0.6 -0.498
C -1.465 1.521 0.043 -1.0 0.2 -1.3 0.549
C -2.183 -0.682 0.412 -4.5 -5.2 0.4 0.697
C 0.228 -0.414 -0.054 1.8 -1.5 1.0 -0.368
C -0.213 2.474 -0.125 -1.1 0.8 -0.1 -0.496
C 1.286 0.617 0.417 -0.5 -0.5 -1.8 -0.393
C 1.132 1.826 -0.507 -2.7 -2.5 1.0 -0.395
C -1.424 -2.907 0.616 0.8 1.4 -3.3 -0.810
O -3.392 -0.807 0.540 2.2 0.6 0.1 -0.595
O -2.642 1.928 0.076 1.8 0.8 0.2 -0.632
S -2.937 -3.855 0.508 1.0 0.1 -0.1 -0.162
H 0.417 -1.374 0.548 -0.8 1.5 -0.6 0.224
H 0.670 -0.761 -1.051 -1.4 0.6 0.5 0.175
H -0.371 3.161 -0.991 -0.7 0.1 1.1 0.214
H -0.264 3.001 0.901 0.7 -0.3 -1.7 0.216
H 1.156 0.876 1.445 -0.1 0.3 0.8 0.189
H 2.269 0.213 0.247 0.5 -0.4 0.3 0.183
H 1.092 1.398 -1.542 0.1 0.8 0.6 0.193
H 1.917 2.466 -0.356 2.0 1.9 -0.1 0.191
H -0.574 -3.048 -0.147 -1.6 -0.2 1.0 0.179
H -1.054 -2.830 1.572 1.0 -0.1 2.3 0.158
H -3.387 -2.617 0.666 -1.8 0.5 0.0 0.182